#w
The following is a quantum chemistry calculation of a cluster of 2 separate species, C6H13NO in total, from the OMol25 dataset.

```
21
Properties=species:S:1:pos:R:3:nbo_charge:R:1
C 2.062 -3.194 -1.649 -0.008
N 1.911 -1.931 -1.682 -0.388
C 0.891 -1.179 -1.162 -0.057
C 1.069 -0.237 -0.209 -0.236
C 0.114 0.794 0.310 -0.409
C -0.305 2.032 -0.417 -0.395
C -1.083 2.927 0.531 -0.613
H 1.480 -3.766 -1.016 0.136
H 2.689 -3.707 -2.290 0.167
H -0.068 -1.188 -1.666 0.200
H 1.960 -0.143 0.337 0.193
H 0.610 1.119 1.361 0.181
H -0.891 0.319 0.584 0.208
H -0.896 1.648 -1.246 0.194
H 0.548 2.587 -0.850 0.194
H -0.377 3.732 0.737 0.206
H -2.000 3.210 0.054 0.214
H -1.191 2.499 1.491 0.212
O -3.166 0.039 2.892 -0.982
H -2.458 -0.398 3.288 0.485
H -3.943 0.435 3.417 0.498
```

As for the HOMO-LUMO gap: 8.89 eV. Its SMILES is C=N/C=C/CCC.O.


#x
The following is a quantum chemistry calculation of an isolated molecule of C6H13NO, from the OMol25 dataset.

```
21
Properties=species:S:1:pos:R:3:nbo_charge:R:1
C -1.192 -1.009 -0.816 -0.517
C -2.538 -0.757 -0.340 -0.268
C -0.201 0.113 -1.117 -0.261
N 0.087 1.079 0.074 -0.291
C -1.271 1.335 0.542 -0.319
C 0.963 0.524 1.167 -0.277
C 2.274 -0.109 0.645 -0.030
O 2.088 -1.026 -0.293 -0.840
H -0.717 -1.647 -0.055 0.235
H -1.155 -1.624 -1.777 0.278
H -2.237 0.702 0.135 0.197
H -2.933 -1.529 0.320 0.234
H -3.178 -0.824 -1.247 0.219
H -0.684 0.697 -1.953 0.187
H 0.775 -0.411 -1.384 0.339
H 3.032 0.692 0.432 0.108
H -1.454 2.500 0.214 0.263
H -1.339 1.137 1.623 0.220
H 1.187 1.326 1.821 0.200
H 0.526 -0.374 1.670 0.197
H 2.656 -0.572 1.543 0.126
```

As for the HOMO-LUMO gap: 3.96 eV.


Winner for stability: #w


#w
The following is a quantum chemistry calculation of a cluster of 2 separate species, C6H13NO in total, from the OMol25 dataset.

```
21
Properties=species:S:1:pos:R:3:nbo_charge:R:1
C 2.401 -1.669 1.183 -0.569
C -1.629 1.540 -1.857 -0.654
C -0.318 0.820 -1.976 -0.400
C 1.456 -0.929 1.891 0.511
N 0.108 -0.906 1.260 -0.329
C -0.095 -1.043 -0.163 -0.240
C -0.645 0.264 1.740 -0.441
O 1.600 -0.132 2.821 -0.701
H 3.468 -1.733 1.351 0.218
H 2.000 -2.404 0.502 0.174
H -1.803 2.344 -2.573 0.233
H -2.511 0.874 -1.972 0.210
H -0.397 0.071 -0.728 0.204
H 0.450 1.594 -1.999 0.214
H -0.175 0.409 -2.982 0.221
H -0.864 -1.731 -0.473 0.225
H 0.899 -1.166 -0.553 0.238
H -1.717 2.066 -0.888 0.214
H -0.055 1.203 1.487 0.215
H -0.617 0.156 2.843 0.264
H -1.556 0.372 1.085 0.195
```

As for the HOMO-LUMO gap: 4.80 eV.


#x
The following is a quantum chemistry calculation of a cluster of 2 separate species, C6H13NO in total, from the OMol25 dataset.

```
21
Properties=species:S:1:pos:R:3:nbo_charge:R:1
C -0.147 -1.291 1.720 -0.529
C -0.893 -0.398 1.063 0.172
C -0.975 -0.377 -0.456 -0.241
C 0.102 0.071 -1.108 -0.162
C -0.168 0.354 -2.572 -0.649
N -1.796 0.500 1.666 -0.625
C -2.673 1.418 0.920 -0.426
H 0.418 -2.054 1.190 0.202
H -0.008 -1.399 2.786 0.197
H -1.898 -0.781 -0.830 0.214
H 1.071 0.248 -0.672 0.221
H -0.878 1.181 -2.680 0.212
H 0.728 0.667 -3.108 0.212
H -0.592 -0.507 -3.070 0.217
H -1.385 0.945 2.474 0.381
H -3.650 1.042 1.241 0.195
H -2.572 1.438 -0.167 0.210
H -2.733 2.429 1.325 0.201
O 5.269 -0.469 -0.836 -0.942
H 4.981 -1.386 -0.917 0.471
H 5.285 -0.259 0.104 0.471
```

As for the HOMO-LUMO gap: 8.62 eV. Its SMILES is C=C(/C=C/C)NC.O.


#y
The following is a quantum chemistry calculation of a cluster of 2 separate species, C6H13NO in total, from the OMol25 dataset.

```
21
Properties=species:S:1:pos:R:3:nbo_charge:R:1
C 0.695 -1.512 0.112 0.003
N 1.664 -0.917 -0.690 -0.600
C 2.749 -0.346 -0.065 0.528
O 3.599 0.344 -0.562 -0.561
C 0.101 -0.602 1.111 -0.380
C -0.028 0.880 0.559 -0.418
C -0.727 1.016 -0.800 -0.400
C -2.176 0.547 -0.759 -0.610
H 0.125 -2.097 -0.602 0.197
H -1.929 -0.968 1.868 -0.051
H 1.649 -0.793 -1.697 0.408
H 2.804 -0.613 1.003 0.120
H 0.688 -0.432 2.006 0.247
H -1.039 -0.953 1.605 0.069
H -0.671 1.330 1.322 0.218
H 0.953 1.351 0.535 0.212
H -0.652 2.061 -1.096 0.211
H -0.165 0.411 -1.510 0.181
H -2.777 1.069 -0.019 0.210
H -2.637 0.750 -1.728 0.210
H -2.228 -0.526 -0.595 0.206
```

As for the HOMO-LUMO gap: 5.78 eV.


Winner for stability: #x


#w
The following is a quantum chemistry calculation of a cluster of 2 separate species, C6H13NO in total, from the OMol25 dataset.

```
21
Properties=species:S:1:pos:R:3:nbo_charge:R:1
C 0.743 0.771 -3.012 -0.389
C 0.916 0.022 -1.919 -0.209
C 0.126 0.302 -0.674 -0.225
C -1.187 0.518 -0.695 -0.188
C -1.984 0.668 0.579 -0.274
N -1.764 1.882 1.392 -0.622
C -0.523 1.883 2.191 -0.407
H 0.238 1.729 -2.885 0.187
H 1.089 0.594 -4.010 0.198
H 1.482 -0.904 -1.939 0.205
H 0.764 0.134 0.170 0.202
H -1.743 0.628 -1.616 0.207
H -3.048 0.609 0.339 0.197
H -1.895 -0.277 1.139 0.200
H -1.889 2.680 0.785 0.356
H -0.406 2.934 2.432 0.202
H 0.311 1.519 1.604 0.169
H -0.610 1.231 3.051 0.191
O 3.254 -5.241 0.969 -0.926
H 2.471 -5.711 0.640 0.463
H 3.655 -5.970 1.458 0.463
```

As for the HOMO-LUMO gap: 9.37 eV. Its SMILES is C=C/C=C/CNC.O.


#x
The following is a quantum chemistry calculation of a cluster of 2 separate species, C6H13NO in total, from the OMol25 dataset.

```
21
Properties=species:S:1:pos:R:3:nbo_charge:R:1
H 0.836 -3.043 -0.259 0.349
N 1.400 -2.248 -0.538 -0.732
C 1.471 -1.329 0.322 0.586
C 1.062 -1.280 1.764 -0.701
O 2.075 -0.160 -0.072 -0.699
H 0.467 -2.152 2.020 0.222
H 0.506 -0.357 1.931 0.245
H 1.958 -1.212 2.380 0.241
H 2.494 -0.302 -0.936 0.493
C 0.089 2.118 -0.419 -0.419
C -0.686 1.040 -0.473 0.052
C -0.882 0.195 -1.697 -0.651
C -1.972 0.926 0.499 -0.654
H -0.196 3.020 0.098 0.189
H 1.125 2.130 -0.714 0.203
H -1.223 -0.800 -1.411 0.206
H 0.051 0.090 -2.249 0.220
H -1.672 0.593 -2.333 0.221
H -2.841 1.177 -0.108 0.207
H -1.910 1.667 1.293 0.210
H -2.154 -0.070 0.903 0.211
```

As for the HOMO-LUMO gap: 9.49 eV. Its SMILES is [H]/N=C(\C)O.C=C(C)C.


Winner for stability: #x


#w
The following is a quantum chemistry calculation of a structure of composition NO4S, from the OMol25 dataset.

```
6
Properties=species:S:1:pos:R:3:nbo_charge:R:1
N -1.750 -0.222 -0.202 -0.003
O 0.740 -1.145 -0.756 -0.995
O 0.015 1.252 -0.783 -0.991
O -0.908 -0.313 0.764 -0.526
O 1.437 0.366 1.006 -1.002
S 0.466 0.062 -0.030 2.517
```

Its total charge is -1. As for the HOMO-LUMO gap (alpha / beta): 8.93 / 8.93 eV.


#x
The following is a quantum chemistry calculation of the ion NO4S with charge -1, from the OMol25 dataset.

```
6
Properties=species:S:1:pos:R:3:nbo_charge:R:1
O -1.998 0.336 -0.098 -0.302
N -1.107 -0.316 -0.600 -0.040
S 0.662 -0.009 0.105 2.316
O 0.760 -1.356 0.685 -1.004
O 0.615 1.050 1.145 -0.985
O 1.445 0.224 -1.096 -0.985
```

Its total charge is -1. As for the HOMO-LUMO gap (alpha / beta): 8.40 / 8.40 eV. Its SMILES is O=NS(=O)(=O)[O-].


Winner for stability: #x